This record from the OMol25 dataset describes one molecule with the formula C2H2OS. The level of theory is ωB97M-V/def2-TZVPD.

Geometry as ORCA input:
```
! wB97M-V def2-TZVPD RIJCOSX def2/J DEFGRID3
* xyz 0 1
O -0.01 1.29 1.16
H 0.90 -0.39 1.31
C -0.25 -0.31 -0.62
H -0.86 -1.31 -0.54
C 0.22 0.22 0.67
S 0.00 0.50 -1.98
*
```

Its HOMO-LUMO gap is 8.2 eV. The value obtained for the HOMO energy is -9.364 eV. The value obtained for the molar mass is 74.1 Da. As for the SMILES: O=CC=S. The energy relative to the best compared isomer or geometry (same formula, charge and spin) comes out at 10.2 kcal/mol.

In elementary charge units, the Mulliken charges are: number 1, O, carries -0.37; number 2, H, carries 0.32; number 3, C, carries -0.21; number 4, H, carries 0.26; number 5, C, carries 0.16; number 6, S, carries -0.15